[1]
Computed, not measured: the molecule C27H19F6NO6, with ωB97M-V/def2-TZVPD.

CARTESIAN COORDINATES (ANGSTROEM)
C 2.302 6.604 -5.056
O 2.160 5.206 -5.118
C 1.885 4.533 -3.971
C 1.735 5.109 -2.721
C 1.453 4.331 -1.609
C 1.331 2.957 -1.732
C 1.016 2.138 -0.555
C 1.729 1.052 -0.185
C 3.006 0.592 -0.863
F 2.781 -0.203 -1.924
F 3.760 1.607 -1.301
F 3.769 -0.113 -0.022
O 1.451 0.239 0.856
C 0.372 0.518 1.621
C 0.108 -0.356 2.675
C -0.976 -0.111 3.498
O -1.335 -0.884 4.559
C -0.549 -2.009 4.879
C -0.772 -3.205 3.944
O 0.045 -4.076 3.794
N -2.005 -3.185 3.364
C -2.540 -4.243 2.613
C -3.780 -4.758 2.990
C -4.328 -5.842 2.335
C -3.641 -6.442 1.292
C -2.430 -5.920 0.884
C -1.880 -4.811 1.522
C -0.616 -4.256 0.919
F -0.699 -4.280 -0.431
F -0.376 -2.973 1.226
F 0.481 -4.954 1.222
C -1.797 1.006 3.267
C -1.529 1.855 2.227
C -0.437 1.630 1.379
C -0.155 2.540 0.264
O -0.823 3.527 0.028
C 1.464 2.366 -2.992
C 1.743 3.131 -4.107
O 1.896 2.646 -5.366
C 1.819 1.254 -5.559
H 2.512 6.922 -6.076
H 3.134 6.896 -4.407
H 1.383 7.087 -4.708
H 1.836 6.175 -2.595
H 1.344 4.800 -0.645
H 0.756 -1.207 2.792
H -0.866 -2.311 5.883
H 0.519 -1.774 4.914
H -2.660 -2.497 3.714
H -4.303 -4.301 3.817
H -5.287 -6.226 2.647
H -4.053 -7.303 0.790
H -1.901 -6.358 0.051
H -2.632 1.173 3.929
H -2.147 2.718 2.030
H 1.319 1.303 -3.088
H 0.821 0.869 -5.323
H 2.025 1.095 -6.616
H 2.563 0.721 -4.959

Output
E_HOMO: -7.899 eV
LUMO energy: -0.05 eV
structure (SMILES): COc1ccc(-c2c(C(F)(F)F)oc3cc(OCC(=O)Nc4ccccc4C(F)(F)F)ccc3c2=O)cc1OC
total energy: -58387.676 eV
charge: 0
2S+1: 1

[2]
Computed, not measured: the molecule C27H19NOS2, with ωB97M-V/def2-TZVPD.

CARTESIAN COORDINATES (ANGSTROEM)
O 2.711 -7.465 7.986
C 1.713 -7.196 7.309
C 1.619 -6.104 6.318
C 2.519 -5.043 6.211
C 2.132 -4.108 5.184
C 0.985 -4.470 4.515
C 0.306 -3.617 3.513
C -0.890 -3.878 2.924
C -1.290 -2.924 1.863
C -0.422 -1.893 1.664
C -0.522 -0.870 0.623
C -1.511 -0.822 -0.348
C -1.478 0.175 -1.342
C -0.483 1.209 -1.318
N -0.419 2.174 -2.356
C -1.646 2.659 -2.923
C -1.655 3.217 -4.178
C -2.799 3.741 -4.809
C -4.000 3.808 -4.066
C -4.034 3.292 -2.727
C -2.878 2.690 -2.184
C 0.824 2.753 -2.714
C 1.937 1.924 -2.978
C 3.185 2.538 -3.290
C 3.304 3.947 -3.425
C 2.204 4.712 -3.121
C 0.967 4.131 -2.751
C 0.440 1.218 -0.262
C 0.406 0.198 0.675
S 0.893 -2.092 2.853
S 0.316 -5.987 5.122
H 0.859 -7.862 7.391
H 3.425 -4.874 6.813
H 2.677 -3.183 4.954
H -1.414 -4.815 3.076
H -2.178 -3.082 1.251
H -2.208 -1.646 -0.446
H -2.226 0.153 -2.118
H -0.761 3.254 -4.788
H -2.714 4.136 -5.818
H -4.898 4.280 -4.437
H -4.940 3.421 -2.133
H -2.907 2.315 -1.203
H 1.812 0.820 -2.953
H 4.084 1.908 -3.380
H 4.250 4.432 -3.657
H 2.233 5.782 -3.203
H 0.136 4.775 -2.521
H 1.152 2.006 -0.216
H 1.184 0.264 1.421

Output
energy above the lowest of the compared OMol25 structures with the same formula, charge and spin: 8.6 kcal per mole
E_HOMO: -7.371 eV
LUMO energy: -0.67 eV
structure (SMILES): O=Cc1ccc(-c2ccc(-c3ccc(N(c4ccccc4)c4ccccc4)cc3)s2)s1
total energy: -53514.318 eV
charge: 0
2S+1: 1

[3]
Computed, not measured: a structure of composition C27H20Cl3CoN6O2S, with ωB97M-V/def2-TZVPD.

CARTESIAN COORDINATES (ANGSTROEM)
Co -1.383 -0.150 0.802
N 2.697 -0.383 -1.839
C 2.281 0.256 -0.685
S 2.949 1.820 -0.470
N 1.571 -0.539 0.079
N 0.554 -0.720 0.893
C 0.738 -1.622 1.846
C 2.096 -2.018 2.259
C 3.075 -1.028 2.404
C 4.380 -1.374 2.705
C 4.733 -2.711 2.867
C 3.767 -3.696 2.745
C 2.454 -3.351 2.448
C -0.480 -2.231 2.350
C -0.545 -3.090 3.445
C -1.766 -3.609 3.826
C -2.908 -3.257 3.120
C -2.776 -2.378 2.064
N -1.597 -1.901 1.678
H 3.520 -0.006 -2.273
H 2.517 -1.371 -1.900
H 2.801 0.014 2.278
H 5.128 -0.598 2.804
H 5.760 -2.979 3.081
H 4.034 -4.738 2.874
H 1.705 -4.124 2.326
H 0.357 -3.304 4.000
H -1.835 -4.264 4.685
H -3.884 -3.628 3.398
H -3.631 -2.023 1.501
C 0.923 5.398 4.671
C 0.365 5.578 3.410
C 0.371 4.549 2.487
C 0.940 3.311 2.824
C 1.540 3.148 4.080
C 1.518 4.181 4.995
N 0.983 2.216 1.997
N 0.097 2.228 1.006
C -0.819 0.975 -0.902
C -0.520 3.272 -1.086
C -0.780 3.234 -2.458
C -1.255 2.029 -3.214
C -1.480 0.637 -2.957
C -1.082 -0.003 -1.684
H 0.897 6.203 5.395
H -0.073 6.531 3.141
H -0.049 4.697 1.502
H 1.988 2.191 4.310
H 1.977 4.043 5.966
H -0.088 4.248 -0.870
H -0.675 4.157 -3.004
H -1.470 2.270 -4.252
H -1.881 0.063 -3.782
Cl -0.824 2.152 -0.061
C -2.237 2.367 0.371
Cl -1.630 0.654 3.062
Cl -2.976 3.471 1.495
C -3.455 1.536 -0.180
O -4.265 2.030 -0.925
O -3.371 0.349 0.324

Output
E_HOMO (alpha / beta): -4.460 / -4.472 eV
LUMO energy (alpha / beta): 1.56 / 1.12 eV
expectation value of S²: 4.067
total energy: -127368.666 eV
charge: -1
2S+1: 4

[4]
Computed, not measured: a structure of composition C27H20INOPPdS, with ωB97M-V/def2-TZVPD.

CARTESIAN COORDINATES (ANGSTROEM)
Pd 0.143 -0.104 -0.938
I -0.286 2.189 0.104
C -0.967 3.610 -1.288
C -0.914 4.888 -0.801
C -1.275 5.975 -1.626
C -1.636 5.742 -2.919
C -1.687 4.425 -3.437
C -2.059 4.227 -4.792
C -2.127 2.979 -5.341
C -1.843 1.864 -4.531
C -1.495 2.012 -3.202
P -1.404 0.458 -2.344
C -3.015 -0.073 -1.828
C -3.153 -1.263 -1.103
C -4.404 -1.649 -0.659
C -5.513 -0.853 -0.922
C -5.378 0.334 -1.629
C -4.132 0.730 -2.083
C -0.448 -0.747 -3.242
C -0.929 -2.036 -3.537
C -0.101 -2.937 -4.171
C 1.210 -2.583 -4.491
C 1.701 -1.321 -4.197
C 0.876 -0.389 -3.583
C -1.374 3.311 -2.617
H -0.587 5.095 0.209
H -1.236 6.976 -1.220
H -1.890 6.561 -3.579
H -2.285 5.103 -5.388
H -2.402 2.827 -6.375
H -1.924 0.880 -4.977
H -2.294 -1.884 -0.880
H -4.516 -2.571 -0.104
H -6.489 -1.161 -0.571
H -6.244 0.949 -1.830
H -4.032 1.654 -2.637
H -1.944 -2.311 -3.284
H -0.470 -3.922 -4.425
H 1.848 -3.300 -4.990
H 2.713 -1.052 -4.466
H 1.231 0.622 -3.418
O -0.500 -1.633 0.822
N 0.406 -1.987 1.647
C 0.014 -2.558 2.828
C 0.933 -3.031 3.712
C 2.312 -2.944 3.420
C 2.707 -2.364 2.255
C 1.764 -1.830 1.341
S 2.236 -1.003 -0.034
H -1.056 -2.607 2.952
H 0.583 -3.485 4.628
H 3.041 -3.329 4.118
H 3.751 -2.266 1.994

Output
E_HOMO (alpha / beta): -14.128 / -14.125 eV
LUMO energy (alpha / beta): -7.22 / -8.36 eV
expectation value of S²: 0.807
total energy: -63549.750 eV
charge: +2
2S+1: 2

> What is the formula in the first record?

C27H19F6NO6

Please write out number 3 again, unchanged.
Computed, not measured: a structure of composition C27H20Cl3CoN6O2S, with ωB97M-V/def2-TZVPD.

CARTESIAN COORDINATES (ANGSTROEM)
Co -1.383 -0.150 0.802
N 2.697 -0.383 -1.839
C 2.281 0.256 -0.685
S 2.949 1.820 -0.470
N 1.571 -0.539 0.079
N 0.554 -0.720 0.893
C 0.738 -1.622 1.846
C 2.096 -2.018 2.259
C 3.075 -1.028 2.404
C 4.380 -1.374 2.705
C 4.733 -2.711 2.867
C 3.767 -3.696 2.745
C 2.454 -3.351 2.448
C -0.480 -2.231 2.350
C -0.545 -3.090 3.445
C -1.766 -3.609 3.826
C -2.908 -3.257 3.120
C -2.776 -2.378 2.064
N -1.597 -1.901 1.678
H 3.520 -0.006 -2.273
H 2.517 -1.371 -1.900
H 2.801 0.014 2.278
H 5.128 -0.598 2.804
H 5.760 -2.979 3.081
H 4.034 -4.738 2.874
H 1.705 -4.124 2.326
H 0.357 -3.304 4.000
H -1.835 -4.264 4.685
H -3.884 -3.628 3.398
H -3.631 -2.023 1.501
C 0.923 5.398 4.671
C 0.365 5.578 3.410
C 0.371 4.549 2.487
C 0.940 3.311 2.824
C 1.540 3.148 4.080
C 1.518 4.181 4.995
N 0.983 2.216 1.997
N 0.097 2.228 1.006
C -0.819 0.975 -0.902
C -0.520 3.272 -1.086
C -0.780 3.234 -2.458
C -1.255 2.029 -3.214
C -1.480 0.637 -2.957
C -1.082 -0.003 -1.684
H 0.897 6.203 5.395
H -0.073 6.531 3.141
H -0.049 4.697 1.502
H 1.988 2.191 4.310
H 1.977 4.043 5.966
H -0.088 4.248 -0.870
H -0.675 4.157 -3.004
H -1.470 2.270 -4.252
H -1.881 0.063 -3.782
Cl -0.824 2.152 -0.061
C -2.237 2.367 0.371
Cl -1.630 0.654 3.062
Cl -2.976 3.471 1.495
C -3.455 1.536 -0.180
O -4.265 2.030 -0.925
O -3.371 0.349 0.324

Output
E_HOMO (alpha / beta): -4.460 / -4.472 eV
LUMO energy (alpha / beta): 1.56 / 1.12 eV
expectation value of S²: 4.067
total energy: -127368.666 eV
charge: -1
2S+1: 4